DFT (ωB97M-V/def2-TZVPD) results for C16H20 in the gas phase in a non-equilibrium geometry.

Structure (XYZ):
```
36
Properties=species:S:1:pos:R:3:forces:R:3
C -1.41827 0.10535 -2.79807 1.26 1.02 3.16
C -0.56817 -3.02373 -0.76657 0.40 3.09 1.56
C -2.10747 2.24376 -0.71413 0.80 -0.26 -0.65
C -1.56704 -1.89024 1.90725 1.67 1.26 -2.16
C -0.74142 0.30004 -1.58183 -2.77 -0.39 -4.14
C -0.39349 -1.70825 -0.36225 -0.33 -3.52 0.07
C -1.09579 1.33380 -0.61264 -1.75 1.35 0.61
C -0.75798 -1.24053 1.00427 -1.83 -1.34 0.95
C 1.33655 -0.98240 -2.16672 -1.34 -0.97 0.09
C 0.24822 2.57807 1.22299 0.33 -0.50 0.15
C 0.59045 -0.05045 2.74823 -1.66 1.19 0.04
C 2.41552 0.47954 0.07824 0.06 0.40 0.48
C 0.34159 -0.60054 -1.05956 0.12 0.72 -0.50
C -0.13503 1.25818 0.53242 0.85 0.66 -0.40
C 0.03475 -0.02988 1.32396 0.87 -0.61 0.04
C 0.92720 0.24951 0.08827 0.13 0.09 0.94
H -2.23876 0.75385 -3.09736 0.21 0.00 0.19
H -1.22203 -0.70128 -3.46931 0.37 -0.42 -0.18
H -1.02716 -3.72690 -0.07506 0.04 0.10 -0.30
H -0.15200 -3.37318 -1.67718 0.11 -0.30 -0.75
H -2.69486 2.39153 -1.64619 0.45 -0.48 0.75
H -2.32375 3.00333 0.04361 0.31 -0.46 -0.06
H -1.70956 -1.48266 2.87314 -0.10 0.35 0.82
H -2.05694 -2.81662 1.69999 -0.22 -0.35 -0.29
H 2.05100 -1.67656 -1.75580 0.50 -0.19 0.00
H 0.79177 -1.51360 -2.98372 0.44 0.43 0.55
H 1.81892 -0.11304 -2.57817 0.16 0.27 -0.15
H -0.51593 2.83461 1.96540 0.07 0.17 -0.21
H 0.39093 3.40297 0.51040 -0.32 -0.32 0.09
H 1.20289 2.49520 1.77523 -0.48 -0.10 -0.24
H -0.19414 0.28900 3.51145 1.10 -0.45 -1.00
H 1.42414 0.61343 2.78167 0.62 0.52 0.42
H 0.92402 -1.03812 2.99953 0.08 -0.52 0.12
H 2.92536 -0.47327 0.24783 0.17 0.11 -0.37
H 2.75583 1.13545 0.88874 -0.24 -0.06 -0.06
H 2.74066 0.97361 -0.85802 -0.08 -0.49 0.41
```
Forces are in eV/Å.

Total charge = 0
Gap between HOMO and LUMO = 0.3123 Ha
Maximum force = 0.0971 hartree/bohr
HOMO energy = -8.1 eV
Spin multiplicity = 1
E_LUMO = 0.40 eV
Relative energy (zero: lowest compared OMol25 entry of this formula, charge and spin) = 0.0 kJ/mol

Results of the Mulliken charge analysis, in e, for atoms 1 through 8: -1.641 -1.577 -1.655 -1.934 0.666 0.338 0.263 0.301

=====

DFT (ωB97M-V/def2-TZVPD) results for 4 unconnected molecules or ions with the total composition C3H13NO3 in a non-equilibrium geometry.

Structure (XYZ):
```
20
Properties=species:S:1:pos:R:3:forces:R:3
C 1.77580 -0.04857 0.27870 -0.43 -0.08 -0.11
C 1.19532 0.83341 -0.81737 1.28 -0.07 0.26
C -0.62826 0.91216 -2.35675 -1.40 -1.38 -0.34
N 0.16714 0.25103 -1.67956 0.96 1.73 0.76
H 2.74499 0.34127 0.52977 0.42 0.20 0.17
H 1.92335 -1.05437 -0.09362 0.08 -0.22 0.00
H 1.16346 -0.04258 1.17529 -0.15 -0.12 0.02
H 0.83376 1.78304 -0.42850 -0.36 -0.19 0.10
H 2.04457 1.06851 -1.48622 -0.38 -0.32 -0.29
H -0.38379 1.90667 -2.70676 0.07 0.34 -0.22
H -1.58733 0.42830 -2.57201 -0.05 0.33 -0.30
H -1.48753 1.61093 1.18780 -0.12 0.07 0.14
H -2.09932 0.23670 1.06655 -0.16 0.38 0.06
O -1.96501 1.05657 0.56134 0.37 -0.51 -0.21
H -0.91934 -1.31851 -0.38144 -0.09 -0.28 0.02
H 0.12731 -2.40851 -0.11820 0.03 -0.20 -0.03
O -0.79044 -2.17413 0.05225 -0.06 0.47 0.00
H -0.73172 -1.22275 1.79265 0.03 -0.81 0.22
H -0.68070 -1.39683 3.35848 -0.08 -0.21 -0.19
O -0.70227 -0.76233 2.63761 0.04 0.84 -0.07
```
Forces are in eV/Å.

<S²> = 0.76
Total charge = +1
Gap between HOMO and LUMO (alpha / beta) = 0.3441 / 0.2171 Ha
Maximum force = 0.0412 hartree/bohr
HOMO energy (alpha / beta) = -14.7 / -14.7 eV
Spin multiplicity = 2
E_LUMO (alpha / beta) = -5.37 / -8.82 eV
Relative energy (zero: lowest compared OMol25 entry of this formula, charge and spin) = 226.2 kJ/mol

Results of the Mulliken charge analysis, in e, for atoms 1 through 8: -1.111 -0.184 -0.156 0.075 0.389 0.288 0.240 0.377

=====

DFT (ωB97M-V/def2-TZVPD) results for a molecular structure, C25H45BClF4PTc in a non-equilibrium geometry.

Structure (XYZ):
```
78
Properties=species:S:1:pos:R:3:forces:R:3
Tc 0.76085 -0.67344 1.85433 0.37 1.40 0.52
P 0.38297 -0.14293 -0.34479 0.25 -0.42 -2.99
Cl 2.60130 -1.93438 1.13072 0.12 -0.09 -0.17
C 1.34469 1.23953 1.79374 0.21 1.65 -0.10
H 1.03285 2.30770 1.72001 0.23 -1.12 -0.53
H 2.45764 1.24180 1.77452 -0.48 -0.49 0.64
C 0.02907 -1.87926 -1.02301 0.36 0.70 -0.11
C 1.97095 0.46356 -1.19397 -0.08 -0.35 0.43
C -0.55456 -2.00932 -2.43172 -0.03 -0.26 -0.10
H 1.03181 -2.33436 -1.02206 -0.17 0.09 0.06
C -0.58123 -3.48511 -2.85169 0.06 -0.08 0.06
H -1.57977 -1.61630 -2.43952 0.17 -0.11 -0.08
H 0.02525 -1.43692 -3.16898 -0.18 -0.18 0.27
C -1.29763 -4.38436 -1.83500 -0.16 0.08 -0.08
H -1.06683 -3.57464 -3.83205 0.14 -0.05 0.14
H 0.45393 -3.83653 -2.96513 -0.11 0.08 -0.03
C -0.84655 -4.14823 -0.39206 0.13 0.08 0.06
H -2.37927 -4.21470 -1.90546 0.04 0.05 0.02
H -1.13660 -5.43364 -2.10256 -0.05 0.09 0.03
C -0.83390 -2.65893 -0.02581 -0.06 -0.24 -0.07
H -1.50048 -4.68663 0.30391 0.14 0.00 -0.12
H 0.17144 -4.53619 -0.25787 -0.11 0.02 0.03
H -1.85925 -2.26498 -0.06323 0.09 -0.02 0.19
H -0.46763 -2.56035 1.01861 -0.19 -0.08 -0.39
C -0.93530 0.99084 -1.09521 0.35 -0.18 0.67
C 2.09781 1.99249 -1.19109 -0.02 0.15 -0.13
H 2.74489 0.06830 -0.51823 -0.17 0.10 -0.10
C 3.50628 2.41984 -1.61855 0.00 -0.17 0.03
H 1.36571 2.43492 -1.87830 0.19 0.03 0.11
H 1.87904 2.38844 -0.19437 0.07 -0.06 -0.27
C 3.91275 1.82218 -2.96861 -0.07 0.06 -0.15
H 3.55192 3.51496 -1.66792 0.07 -0.18 0.05
H 4.22047 2.09366 -0.84982 -0.09 0.06 -0.07
C 3.65969 0.31329 -3.07309 0.13 -0.05 0.25
H 3.37224 2.33726 -3.77312 -0.07 -0.03 0.09
H 4.97503 2.02065 -3.14755 -0.11 -0.01 -0.02
C 2.27149 -0.11942 -2.58113 -0.19 0.08 -0.21
H 3.78962 -0.00980 -4.11371 0.03 0.01 0.20
H 4.41445 -0.21405 -2.47411 -0.08 0.04 -0.07
H 1.51625 0.22215 -3.30287 0.20 -0.13 0.09
H 2.22518 -1.21714 -2.55785 0.03 0.26 0.00
C -2.35459 0.53154 -0.74619 -0.19 0.11 0.13
H -0.72104 1.94144 -0.57273 -0.19 -0.08 -0.22
C -3.38606 1.60072 -1.12048 0.05 0.00 -0.03
H -2.58277 -0.40553 -1.27610 0.05 0.27 0.13
H -2.44404 0.32122 0.32441 -0.07 0.07 -0.37
C -3.29623 2.02182 -2.59008 0.01 -0.10 -0.04
H -4.38802 1.21479 -0.90068 0.09 0.16 -0.01
H -3.22482 2.47921 -0.48057 -0.04 -0.08 -0.04
C -1.86099 2.32891 -3.03138 0.01 0.06 0.18
H -3.70537 1.22034 -3.21946 0.07 0.05 0.07
H -3.92246 2.90506 -2.75626 0.01 -0.15 -0.03
C -0.85732 1.24796 -2.60907 0.10 -0.17 -0.27
H -1.82466 2.44156 -4.12137 0.00 0.05 0.16
H -1.54788 3.28960 -2.59887 -0.02 -0.09 -0.04
H -1.08135 0.31872 -3.15180 0.00 0.32 0.17
H 0.14747 1.55231 -2.92143 -0.42 -0.08 0.09
C -1.17829 -0.11551 2.50069 -1.03 3.08 0.52
C -0.75863 1.34693 2.36477 -1.98 -3.27 1.35
H -1.91749 -0.44345 1.75081 0.83 0.20 0.00
C -0.70941 2.22891 3.58964 0.53 0.07 0.38
H -1.11014 1.85452 1.45562 0.87 -0.39 0.12
C -0.59024 1.46501 4.91120 0.30 -0.32 -0.07
H 0.13837 2.92565 3.49857 -0.37 -0.07 0.02
H -1.62497 2.85010 3.63428 0.14 -0.31 -0.39
C -1.66776 0.39176 5.04086 -0.12 0.26 0.12
H 0.39853 0.98999 4.98170 -0.19 0.21 -0.08
H -0.67169 2.17224 5.74753 0.06 -0.12 -0.22
C -1.70326 -0.60346 3.87143 0.25 -0.55 0.26
H -1.51827 -0.16276 5.97889 -0.08 0.18 -0.27
H -2.64490 0.89353 5.11599 0.15 -0.09 -0.01
H -1.19347 -1.52518 4.18219 0.09 0.25 -0.20
H -2.75135 -0.90736 3.73243 0.23 0.09 -0.16
F 1.11520 -1.56163 3.62733 0.05 -0.14 1.17
B 2.08991 -1.35596 5.12676 -0.40 0.06 -0.94
F 1.16500 -1.69131 6.06548 0.42 0.16 -0.28
F 3.06942 -2.23890 4.84454 -0.18 0.32 0.42
F 2.38698 -0.02274 5.01593 0.02 -0.66 0.23
```
Forces are in eV/Å.

<S²> = 3.78
Total charge = 0
Gap between HOMO and LUMO (alpha / beta) = 0.2454 / 0.2727 Ha
Maximum force = 0.0789 hartree/bohr
HOMO energy (alpha / beta) = -6.9 / -8.5 eV
Spin multiplicity = 4
E_LUMO (alpha / beta) = -0.25 / -1.04 eV

Results of the Mulliken charge analysis, in e, for atoms 1 through 8: -0.807 1.957 -0.379 -1.421 0.449 0.542 -0.376 -0.086